[1]
Density functional theory data (wB97M-V/def2-TZVPD) for a cluster of 3 separate species, C18H31F2NO8S in total at a distorted geometry.

Computed properties:
- SMILES string: CC(=O)OCCCCCN(C[C@@H](C)F)S(=O)(=O)F.O=C1CCCO1.O=C1CCCO1
- Multiplicity: 1
- Molecular weight: 459.51 u
- Gap between HOMO and LUMO: 10.532 eV
- Electronic energy: -53307.856 eV
- Total charge: 0

Last column: Löwdin charge in e.
Positions of all 61 atoms, in Å:
H 2.771 1.377 -4.307  0.13
O 1.280 1.222 -2.873  0.04
H 1.832 -2.209 2.894  0.11
C -1.556 -3.510 -1.713  -0.08
F 1.263 -3.060 0.082  -0.06
N 2.029 -0.220 2.122  -0.18
H 4.308 -3.183 0.796  0.08
H 0.984 1.265 3.293  0.09
C 0.901 0.756 2.315  -0.21
H 1.167 0.927 -4.914  0.13
C 0.785 0.154 -2.202  -0.47
H -0.832 -3.193 -0.960  0.11
C 2.271 -2.368 0.787  -0.31
H 0.155 4.221 0.006  0.12
H -2.106 3.680 -0.125  0.14
O -2.308 5.600 0.758  -0.03
H -0.114 5.188 1.458  0.11
H 3.455 -3.443 2.338  0.07
O 0.159 0.232 -1.184  0.11
C -3.525 5.760 0.139  -0.55
C 1.884 0.781 -4.103  -0.15
C -1.897 4.231 0.811  -0.19
C 0.890 1.930 1.270  -0.16
H 1.951 2.225 1.168  0.11
F 3.459 1.404 3.545  -0.11
C 3.326 -3.399 1.249  -0.03
H 3.036 -4.407 0.909  0.08
H -5.548 5.047 0.022  0.09
H -4.768 4.681 1.639  0.08
H -0.098 0.295 2.300  0.13
O 4.054 -0.999 3.377  -0.25
H 1.430 -1.889 -2.242  0.11
S 2.968 -0.089 3.523  0.62
H 0.884 3.595 2.644  0.11
H 2.766 -1.615 0.155  0.14
H -0.640 2.699 2.603  0.11
C 1.582 -1.631 1.992  -0.13
C 0.156 3.120 1.961  -0.20
C -0.346 4.216 0.984  -0.15
C -4.851 5.384 0.799  0.01
O -3.413 -2.003 -1.318  0.13
H -2.306 -5.418 0.266  0.13
H -5.283 6.314 1.214  0.09
H -2.044 -5.318 -2.773  0.12
C -1.676 -5.026 -1.786  -0.15
H 2.266 -1.264 -4.799  0.12
O 2.216 -0.414 4.691  -0.24
C 2.214 -0.685 -3.878  -0.15
H 3.178 -0.774 -3.373  0.12
H 0.500 -1.726 1.828  0.13
H -2.374 3.670 1.637  0.12
O -3.551 6.239 -0.929  0.15
H 0.209 -1.444 -3.476  0.13
H -0.738 -5.552 -1.610  0.12
C -2.733 -5.316 -0.735  -0.16
H -3.309 -6.211 -0.964  0.12
H -1.312 -3.080 -2.680  0.11
C -2.945 -3.102 -1.267  -0.48
C 1.100 -1.118 -2.936  -0.08
O -3.601 -4.173 -0.747  0.03
H 0.445 1.626 0.317  0.08

[2]
Density functional theory data (wB97M-V/def2-TZVPD) for a structure of composition C5H9N3 at a distorted geometry.

Computed properties:
- Multiplicity: 1
- Molecular weight: 111.15 u
- Gap between HOMO and LUMO: 8.539 eV
- Electronic energy: -9793.508 eV
- Energy relative to the best compared isomer or geometry (same formula, charge and spin): 767.92 kJ/mol
- Total charge: 0

Last column: Löwdin charge in e.
Positions of all 17 atoms, in Å:
C -1.657 -1.335 -0.109  -0.09
H -2.080 -2.241 -0.592  0.10
H 2.962 0.218 0.394  0.16
N 0.250 -0.668 1.246  0.04
H 0.663 -1.772 -0.282  0.13
H -0.165 2.133 1.043  0.17
C 1.933 0.012 -0.562  -0.05
H -0.071 2.077 -0.902  0.16
H -2.472 1.743 0.326  0.15
C -0.439 1.349 0.097  -0.23
N -1.816 0.863 0.300  -0.12
H 1.160 -0.822 1.681  0.11
H 2.056 0.797 -1.374  0.04
N -2.488 -0.231 -0.389  0.07
H 2.027 -1.172 -1.077  0.12
C -0.287 -1.179 0.064  -0.30
C 0.425 0.227 0.137  -0.47

Which value of gap between HOMO and LUMO does entry 2 give? 8.539 eV

What did the second record say?
Density functional theory data (wB97M-V/def2-TZVPD) for a structure of composition C5H9N3 at a distorted geometry.

Computed properties:
- Multiplicity: 1
- Molecular weight: 111.15 u
- Gap between HOMO and LUMO: 8.539 eV
- Electronic energy: -9793.508 eV
- Energy relative to the best compared isomer or geometry (same formula, charge and spin): 767.92 kJ/mol
- Total charge: 0

Last column: Löwdin charge in e.
Positions of all 17 atoms, in Å:
C -1.657 -1.335 -0.109  -0.09
H -2.080 -2.241 -0.592  0.10
H 2.962 0.218 0.394  0.16
N 0.250 -0.668 1.246  0.04
H 0.663 -1.772 -0.282  0.13
H -0.165 2.133 1.043  0.17
C 1.933 0.012 -0.562  -0.05
H -0.071 2.077 -0.902  0.16
H -2.472 1.743 0.326  0.15
C -0.439 1.349 0.097  -0.23
N -1.816 0.863 0.300  -0.12
H 1.160 -0.822 1.681  0.11
H 2.056 0.797 -1.374  0.04
N -2.488 -0.231 -0.389  0.07
H 2.027 -1.172 -1.077  0.12
C -0.287 -1.179 0.064  -0.30
C 0.425 0.227 0.137  -0.47